Entry 1:
{"formula": "C2H6IN2O", "method": "the ωB97M-V functional and the def2-TZVPD basis", "e_above_lowest_kcal_mol": 109.4, "e_homo_ev": -13.652, "total_charge": 1, "lumo_ev": -4.76, "orbital_gap_ev": 8.893, "elements": ["C", "C", "N", "N", "O", "I", "H", "H", "H", "H", "H", "H"], "coordinates": [[-0.141, 0.533, 0.569], [-0.929, 2.647, -0.432], [-0.470, 3.580, 0.125], [-0.780, 1.254, -0.641], [-0.175, 4.611, 0.552], [-0.093, -2.866, -1.465], [-0.862, 0.045, 1.265], [0.480, -0.338, 0.103], [0.452, 1.237, 1.031], [-1.478, -3.349, -1.774], [-1.781, 0.780, -0.820], [-0.100, 1.140, -1.466]]}

***

Entry 2:
{"formula": "C2H6IN2O2", "method": "the ωB97M-V functional and the def2-TZVPD basis", "e_above_lowest_kcal_mol": 14.3, "e_homo_ev": -13.460, "total_charge": 1, "lumo_ev": -4.44, "orbital_gap_ev": 9.023, "elements": ["C", "C", "N", "N", "O", "O", "I", "H", "H", "H", "H", "H", "H"], "coordinates": [[1.714, 0.060, 1.171], [-0.111, -1.044, -1.036], [0.897, 0.665, 1.764], [-1.300, -0.518, -1.176], [2.469, -0.537, 0.471], [0.889, -0.827, -1.851], [-2.490, 1.821, 1.357], [0.176, -1.845, -0.353], [1.759, -1.062, -1.518], [0.861, 1.261, 2.673], [-1.905, -0.912, -0.518], [-1.618, 0.218, -1.848], [-1.342, 2.719, 0.863]]}